Record 1
{"formula": "C25H30Br2N5O2Se2Ta", "method": "ωB97M-V with the def2-TZVPD basis set", "e_homo_ev": -14.0, "e_tot_ev": -310272.6023, "charge": 2, "symbols": ["Ta", "Br", "C", "C", "C", "N", "C", "C", "C", "C", "C", "Br", "C", "C", "N", "H", "H", "H", "H", "H", "H", "O", "C", "C", "C", "O", "C", "Se", "C", "Se", "H", "H", "H", "H", "H", "H", "H", "H", "H", "H", "N", "C", "C", "C", "N", "H", "H", "H", "H", "H", "H", "H", "H", "H", "H", "N", "C", "C", "C", "C", "C", "C", "C", "H", "H", "H", "H"], "positions_angstrom": [[0.3622, -0.0470, -0.1767], [-1.6672, 0.1653, 6.6248], [-1.2456, -0.1001, 4.8257], [0.0160, -0.5466, 4.4553], [0.2741, -0.6932, 3.1094], [-0.6302, -0.4465, 2.1556], [-1.8628, -0.0771, 2.5155], [-2.1955, 0.1381, 3.8449], [-2.8599, 0.0453, 1.4310], [-4.2210, -0.0157, 1.6856], [-5.1076, 0.0384, 0.6204], [-6.9451, -0.0847, 0.9272], [-4.6084, 0.1755, -0.6658], [-3.2377, 0.2393, -0.8227], [-2.3747, 0.1626, 0.1965], [0.7740, -0.7623, 5.1949], [1.2456, -1.0456, 2.7768], [-3.1742, 0.4984, 4.1255], [-4.6014, -0.1278, 2.6901], [-5.2689, 0.2208, -1.5203], [-2.8136, 0.3424, -1.8141], [1.8911, 2.2700, -1.7608], [2.6733, 1.9051, -2.9038], [2.7019, 0.3974, -3.1873], [3.6375, 0.2398, -4.4114], [3.8146, -1.1413, -4.6394], [3.3577, -0.4415, -2.0830], [2.8404, -0.2037, -0.1875], [1.3616, -0.1999, -3.6114], [-0.2845, 0.1310, -2.5634], [2.0759, 3.2002, -1.5894], [3.7032, 2.2355, -2.7458], [2.2687, 2.4120, -3.7850], [4.5871, 0.7394, -4.1926], [3.1874, 0.7367, -5.2772], [4.4906, -1.2800, -5.3114], [4.4284, -0.2426, -2.0639], [3.2280, -1.4976, -2.2987], [1.4483, -1.2809, -3.6849], [1.0836, 0.1775, -4.5948], [-0.8438, 2.4450, -0.2730], [-1.1315, 3.4048, 0.8130], [0.1312, 3.8461, 1.5155], [0.6922, 2.8038, 2.4570], [1.3925, 1.7314, 1.7141], [-0.3149, 2.9216, -1.0005], [-1.7237, 2.1930, -0.7075], [-1.7996, 2.9178, 1.5277], [-1.6481, 4.2826, 0.4199], [-0.0903, 4.7472, 2.0884], [0.8926, 4.1218, 0.7760], [-0.1115, 2.3481, 3.0416], [1.3754, 3.2836, 3.1603], [1.8340, 1.1174, 2.3936], [2.1565, 2.1636, 1.2003], [-0.8688, -7.5572, 0.1882], [-0.6584, -6.4310, 0.1077], [-0.4032, -5.0181, 0.0156], [0.9017, -4.5422, -0.0019], [1.1409, -3.1774, -0.0697], [0.0843, -2.2597, -0.1324], [-1.2255, -2.7668, -0.1416], [-1.4711, -4.1232, -0.0588], [1.7274, -5.2400, 0.0380], [2.1677, -2.8441, -0.0767], [-2.0736, -2.1050, -0.2255], [-2.4855, -4.4995, -0.0567]], "forces_ev_per_angstrom": [[-0.941, 0.174, 1.464], [0.025, 0.008, -0.071], [-0.054, 0.052, 0.104], [0.043, -0.045, -0.018], [0.036, -0.166, 0.053], [0.709, 0.511, -1.069], [-0.034, -0.001, 0.180], [-0.033, -0.049, 0.039], [-0.154, 0.074, 0.053], [-0.027, 0.026, 0.093], [-0.078, 0.000, 0.048], [0.056, 0.014, -0.024], [-0.012, 0.033, -0.036], [-0.082, -0.060, 0.050], [0.681, -0.272, -0.637], [0.003, -0.039, -0.030], [-0.007, -0.007, -0.015], [-0.018, -0.058, -0.023], [0.019, -0.045, -0.010], [0.040, 0.015, -0.007], [-0.040, -0.045, -0.017], [-0.040, 0.065, -0.002], [0.062, -0.041, -0.167], [-0.199, 0.070, 0.481], [0.029, -0.015, -0.015], [-0.009, 0.038, -0.013], [0.076, -0.101, -0.194], [-0.880, 0.147, -0.168], [0.160, -0.091, -0.081], [0.185, 0.014, 0.667], [0.041, 0.019, -0.018], [0.009, 0.025, -0.078], [0.094, 0.005, -0.046], [0.025, -0.035, 0.009], [-0.011, 0.010, -0.004], [-0.049, -0.003, -0.025], [0.007, 0.023, 0.139], [0.031, -0.029, 0.018], [-0.042, -0.014, -0.026], [-0.109, 0.060, 0.042], [0.371, -0.519, -0.094], [-0.026, -0.044, -0.047], [-0.053, 0.019, 0.119], [-0.068, -0.088, 0.057], [-0.173, -0.481, -0.434], [0.109, -0.137, -0.002], [0.042, 0.018, -0.087], [-0.045, 0.029, -0.019], [-0.082, -0.057, -0.062], [0.034, 0.012, -0.010], [-0.012, 0.106, 0.047], [0.008, 0.014, 0.006], [0.070, -0.097, 0.018], [0.133, 0.040, -0.060], [0.022, -0.136, -0.097], [0.014, 0.069, -0.007], [-0.003, -0.026, 0.001], [0.024, -0.015, 0.005], [-0.019, -0.069, -0.009], [-0.033, -0.081, 0.005], [0.163, 1.376, -0.004], [0.053, -0.184, -0.001], [-0.026, 0.030, -0.013], [-0.001, 0.004, 0.015], [-0.002, 0.006, 0.034], [-0.021, -0.051, 0.012], [0.007, -0.006, -0.018]]}


Record 2
{"formula": "C25H30Br3O7P", "method": "ωB97M-V with the def2-TZVPD basis set", "e_homo_ev": -8.8, "e_tot_ev": -260137.5843, "symbols": ["C", "C", "Br", "C", "Br", "C", "C", "C", "C", "C", "C", "P", "O", "Br", "C", "O", "C", "C", "C", "C", "C", "C", "C", "O", "H", "H", "H", "H", "H", "H", "H", "H", "H", "H", "C", "O", "C", "C", "O", "C", "H", "H", "H", "H", "H", "H", "H", "H", "H", "H", "C", "O", "C", "C", "O", "C", "H", "H", "H", "H", "H", "H", "H", "H", "H", "H"], "positions_angstrom": [[3.3165, 0.6797, 0.7228], [1.9422, -0.1099, 0.2170], [1.1541, 0.5867, -1.5257], [1.3212, -1.2603, 0.9830], [2.3131, -1.8113, 2.6725], [-0.0559, -2.0162, 0.5150], [-1.4270, -1.1023, 0.2289], [-2.8520, -1.7586, -0.2464], [-2.9561, -3.4110, -0.4286], [-1.6640, -4.3771, -0.1376], [-0.2388, -3.6404, 0.3313], [1.2341, -4.8675, 0.6803], [1.4365, -5.0561, 2.4353], [3.1930, -4.0458, -0.1710], [-4.4693, -3.9637, -0.8783], [-4.6743, -4.9258, -1.7850], [-5.7317, -3.1682, -0.1224], [-7.0676, -3.9088, 0.4726], [-8.2203, -2.9798, 1.2469], [-8.0968, -1.3511, 1.4580], [-6.7620, -0.6137, 0.8515], [-5.6252, -1.5141, 0.0872], [-4.2208, -0.8367, -0.5180], [-4.1888, 0.3164, -1.1948], [3.3407, 0.8341, 1.9033], [3.2686, 1.7838, 0.2745], [4.2901, 0.1460, 0.3318], [-1.3686, 0.0806, 0.3692], [-1.7307, -5.5487, -0.2445], [1.7119, -6.0136, 2.6423], [-7.2003, -5.0714, 0.3773], [-9.1663, -3.5363, 1.6993], [-8.9036, -0.6865, 2.0192], [-6.5789, 0.5479, 0.9536], [-2.0198, 3.3439, -6.0887], [-3.0440, 2.3668, -5.9421], [-2.5402, 1.0318, -6.0537], [-2.3612, 0.3882, -4.6739], [-1.3362, 1.0446, -3.9226], [-1.8669, 1.9478, -2.9590], [-2.4061, 4.3023, -5.7349], [-1.1255, 3.0936, -5.5112], [-1.7570, 3.4423, -7.1470], [-1.6020, 1.0152, -6.6212], [-3.2824, 0.4564, -6.6140], [-2.0428, -0.6494, -4.8106], [-3.3072, 0.3794, -4.1175], [-2.2548, 1.3826, -2.1026], [-2.6586, 2.5760, -3.3745], [-1.0569, 2.5945, -2.6127], [5.6508, 1.1776, 3.9285], [5.4317, 2.5034, 3.4601], [5.7440, 3.4876, 4.4513], [7.1201, 4.1141, 4.1980], [8.1679, 3.1560, 4.3715], [8.6459, 2.6476, 3.1308], [5.6547, 0.5053, 3.0676], [6.6052, 1.0782, 4.4532], [4.8335, 0.8858, 4.5960], [5.6855, 3.0586, 5.4587], [4.9842, 4.2702, 4.3743], [7.2851, 4.9054, 4.9351], [7.1685, 4.5683, 3.2001], [9.2898, 3.3959, 2.6526], [7.8313, 2.3768, 2.4547], [9.2405, 1.7533, 3.3332]], "forces_ev_per_angstrom": [[-0.917, 0.844, -0.248], [-0.677, -2.808, 2.850], [0.855, -1.092, 2.166], [0.520, 2.998, -3.130], [-1.431, 0.553, -1.980], [-3.622, -1.253, -0.779], [-0.485, -2.665, -0.633], [2.941, -1.961, 0.786], [2.147, 1.250, 0.930], [-0.071, 4.515, 0.279], [-1.919, 2.965, 0.258], [-0.960, -1.580, 1.088], [0.122, -0.513, -1.935], [-0.844, 0.290, 0.572], [-0.728, -2.969, -2.923], [1.345, 5.869, 5.910], [-2.573, 1.887, 1.900], [0.763, 4.313, 0.266], [2.580, 1.631, -0.928], [3.478, -2.277, -2.286], [-0.169, -4.001, -0.660], [-1.489, -1.296, 0.847], [-0.091, 3.404, -2.138], [-0.170, -7.058, 4.477], [-0.133, -0.724, -2.650], [0.138, -2.573, 0.806], [-2.092, 0.944, 0.829], [-0.144, -2.940, -0.379], [0.177, 2.751, 0.207], [-0.616, 2.059, -0.932], [0.268, 2.657, 0.190], [2.309, 1.326, -1.136], [1.876, -1.829, -1.353], [-0.446, -2.741, -0.264], [-0.206, -0.009, -0.048], [0.508, -0.154, 0.041], [-0.422, 0.114, 0.485], [0.440, 0.153, -0.280], [-0.376, 0.134, -0.155], [0.132, -0.137, 0.265], [-0.066, -0.136, -0.042], [-0.063, -0.043, -0.022], [0.121, 0.046, 0.011], [-0.026, 0.017, 0.141], [0.006, -0.029, 0.000], [-0.019, -0.015, -0.016], [0.101, 0.099, -0.101], [-0.054, 0.192, -0.120], [-0.002, -0.070, -0.030], [0.014, -0.096, -0.110], [-0.125, 0.042, -0.105], [0.280, -0.038, 0.392], [0.182, 0.138, -0.602], [-0.052, -0.406, 0.450], [-0.334, 0.064, -0.411], [0.181, 0.059, 0.167], [-0.047, 0.124, 0.020], [-0.053, 0.060, -0.025], [0.057, -0.096, 0.067], [0.115, 0.014, -0.107], [0.006, 0.020, 0.020], [-0.027, 0.010, -0.008], [-0.082, -0.132, 0.083], [-0.062, -0.097, -0.094], [-0.016, 0.053, 0.042], [-0.055, 0.144, 0.083]]}


Number 1: frontier orbital gap 6.52 eV. Number 2: frontier orbital gap 6.89 eV.